Record 1
72
Properties=species:S:1:pos:R:3:forces:R:3 method="wB97M-V/def2-TZVPD" gap_ev="7.81 / 7.82" spin_multiplicity=3 homo_ha="-0.5177 / -0.5174" s2=2.003 charge=+2
Tm 0.492 0.062 -0.545 -2.202 1.489 2.721
P -1.696 0.380 -2.185 -0.444 -0.234 -0.897
P 1.586 -1.586 1.355 0.611 -0.830 0.236
N -0.347 -2.070 -0.957 0.216 -1.066 -0.930
C -1.780 -1.309 -2.910 0.285 -0.365 -0.179
H -2.805 -1.493 -3.262 0.323 0.092 -0.054
H -1.116 -1.342 -3.791 -0.235 0.098 0.289
C -1.379 -2.436 -1.949 -0.145 -0.185 0.000
H -2.266 -2.825 -1.414 0.205 0.177 -0.032
H -0.996 -3.285 -2.538 -0.202 0.240 0.080
C 0.120 -3.332 -0.349 -0.116 -0.173 0.020
H 0.310 -4.050 -1.163 0.008 0.113 0.307
H -0.704 -3.769 0.245 0.152 0.213 -0.085
C 1.390 -3.205 0.503 0.049 -0.227 -0.468
H 2.269 -3.363 -0.145 -0.251 0.112 0.275
H 1.390 -4.005 1.258 0.160 0.199 -0.226
C 0.988 -2.000 3.058 -0.206 0.289 0.043
C 0.491 -0.753 3.796 -0.131 0.034 0.206
H 0.087 -1.057 4.772 0.121 0.169 -0.233
H -0.314 -0.244 3.249 0.180 -0.113 0.071
H 1.301 -0.034 3.980 -0.128 -0.201 0.024
C 3.433 -1.329 1.225 -0.240 -0.002 0.028
C 3.876 -0.017 1.881 0.169 0.066 0.074
H 4.967 0.080 1.791 -0.296 0.028 0.085
H 3.622 0.019 2.951 0.106 -0.049 -0.247
H 3.437 0.864 1.390 0.089 -0.180 0.084
C -1.074 1.369 -3.645 -0.024 -0.058 0.217
C -0.912 2.854 -3.298 -0.005 0.131 -0.086
H -0.584 3.399 -4.194 -0.108 -0.081 0.267
H -0.147 3.019 -2.526 -0.165 -0.028 -0.120
H -1.855 3.307 -2.955 0.218 -0.105 -0.138
C -3.473 0.679 -1.756 0.048 0.129 0.360
C -3.615 1.709 -0.631 -0.166 0.075 0.118
H -4.677 1.794 -0.361 0.293 0.056 -0.042
H -3.269 2.706 -0.941 -0.134 -0.218 0.040
H -3.067 1.412 0.273 -0.067 0.061 -0.203
C -1.253 -1.138 0.420 -1.961 0.409 2.084
O -2.157 -1.657 0.975 2.142 0.380 -1.794
C 4.299 -2.516 1.651 0.316 0.003 0.044
H 4.264 -2.687 2.731 0.052 0.046 -0.330
H 4.028 -3.443 1.135 0.045 0.173 0.165
H 5.341 -2.287 1.387 -0.204 -0.113 0.053
C -1.823 1.154 -4.960 0.015 0.145 -0.251
H -1.272 1.676 -5.753 -0.137 -0.146 0.124
H -1.881 0.097 -5.243 -0.053 0.226 0.058
H -2.834 1.570 -4.934 0.307 -0.107 -0.047
C -4.372 1.012 -2.946 -0.258 0.026 -0.064
H -5.412 1.056 -2.593 0.257 -0.020 -0.072
H -4.136 1.993 -3.378 -0.056 -0.267 0.140
H -4.333 0.249 -3.734 0.034 0.226 0.140
C 1.974 -2.807 3.903 -0.006 -0.129 0.245
H 2.861 -2.219 4.175 -0.259 -0.147 -0.079
H 1.476 -3.092 4.840 0.111 0.070 -0.235
H 2.291 -3.737 3.413 -0.007 0.258 0.101
H 0.110 -2.640 2.856 0.216 0.215 -0.054
H -3.791 -0.300 -1.353 0.200 0.224 -0.085
H 3.561 -1.211 0.131 -0.030 -0.048 0.204
H -0.058 0.948 -3.778 -0.215 0.059 0.017
H 1.085 -1.287 -1.863 1.448 1.080 -0.735
H 1.625 -0.512 -1.934 -0.057 -2.843 -1.582
C 1.235 4.098 3.454 0.196 0.586 0.688
N 0.691 3.460 2.272 -0.540 -0.085 -0.804
C -0.196 4.057 1.375 0.335 -0.447 0.213
C -0.429 3.151 0.391 0.627 -0.297 0.489
N 0.319 1.999 0.664 0.184 0.494 0.563
C 0.964 2.227 1.821 -0.300 0.599 -0.358
H 1.853 4.969 3.177 -0.236 -0.445 0.017
H 0.422 4.454 4.107 0.304 -0.262 -0.285
H 1.855 3.382 4.006 -0.186 0.166 -0.155
H -0.572 5.056 1.516 0.039 -0.020 0.078
H -1.057 3.232 -0.484 0.099 0.004 0.187
H 1.639 1.543 2.341 -0.391 0.332 -0.283

=====

Record 2
72
Properties=species:S:1:pos:R:3:forces:R:3 method="wB97M-V/def2-TZVPD" gap_ev="8.09 / 8.02" spin_multiplicity=6 homo_ha="-0.3682 / -0.3772" s2=8.758 relative_energy_ev=0.0000 charge=+1
Mn -0.197 0.723 0.392 0.022 0.075 -0.072
C 1.396 -1.353 -1.498 -0.008 0.009 -0.012
N 1.617 -0.418 -0.379 0.012 0.000 0.056
C 2.675 0.531 -0.768 0.008 -0.041 0.028
C 2.036 -1.200 0.807 -0.014 0.006 -0.015
C 2.022 -0.376 2.079 0.000 0.033 -0.015
N 0.675 0.148 2.383 -0.039 -0.043 -0.017
C 0.781 1.224 3.383 0.033 -0.005 0.007
C -0.179 -0.925 2.940 -0.001 0.011 0.006
H 2.295 -1.951 -1.680 0.000 -0.002 0.003
H 1.162 -0.797 -2.403 -0.005 -0.004 -0.003
H 0.565 -2.018 -1.270 0.003 0.013 0.002
H 3.611 0.004 -0.982 -0.002 -0.009 0.001
H 2.854 1.259 0.022 -0.003 0.003 -0.003
H 2.367 1.070 -1.661 -0.019 -0.012 -0.023
H 3.040 -1.611 0.646 0.005 -0.002 0.002
H 1.354 -2.046 0.899 -0.001 -0.006 0.001
H 2.702 0.472 1.989 -0.006 0.005 0.000
H 2.387 -0.987 2.912 0.000 -0.005 0.003
H 1.231 0.849 4.309 0.017 0.003 -0.006
H -0.214 1.603 3.605 -0.016 -0.001 0.010
H 1.396 2.034 2.991 -0.002 -0.006 0.013
H 0.325 -1.409 3.783 -0.001 0.006 0.009
H -0.412 -1.671 2.181 0.011 -0.009 -0.004
H -1.118 -0.496 3.281 -0.009 0.005 -0.008
C -0.036 4.604 2.106 -0.020 0.016 0.015
C -0.520 4.736 0.667 -0.044 -0.018 0.013
As 0.003 3.265 -0.511 -0.037 -0.075 -0.003
C 1.597 4.001 -1.372 -0.035 -0.024 -0.045
C 2.696 4.413 -0.403 0.026 -0.038 0.036
C -1.288 3.468 -1.966 0.032 0.012 -0.016
C -2.736 3.257 -1.540 0.001 -0.008 0.011
H -0.353 5.467 2.691 0.019 0.000 0.007
H 1.051 4.540 2.174 0.012 0.006 -0.022
H -0.453 3.715 2.582 -0.003 0.019 -0.020
H -0.152 5.652 0.200 -0.012 0.011 0.009
H -1.610 4.773 0.635 0.023 0.019 0.014
H 1.257 4.857 -1.957 -0.002 0.014 0.007
H 1.951 3.253 -2.084 0.024 0.025 -0.009
H 2.360 5.210 0.259 0.005 0.000 0.015
H 3.564 4.786 -0.946 0.006 -0.009 0.008
H 3.029 3.578 0.220 -0.013 0.034 -0.012
H -1.000 2.745 -2.733 0.003 0.009 0.009
H -1.136 4.464 -2.385 -0.010 0.005 -0.012
H -2.865 2.308 -1.018 0.002 -0.021 0.000
H -3.387 3.256 -2.415 -0.002 0.003 0.006
H -3.084 4.055 -0.882 0.007 -0.004 0.001
C -4.571 -0.519 -1.323 0.012 -0.006 0.021
Si -2.737 -0.820 -1.126 -0.041 -0.011 0.004
C -2.440 -2.667 -0.945 -0.002 -0.002 -0.031
C -1.852 -0.198 -2.665 0.002 0.016 -0.009
N -2.076 0.107 0.181 0.099 0.036 0.028
C -2.752 0.362 1.376 -0.077 -0.021 0.028
C -3.578 -0.579 2.014 0.022 0.020 0.029
C -4.143 -0.316 3.250 -0.003 -0.016 -0.007
C -3.910 0.889 3.905 0.000 0.014 -0.006
C -3.127 1.847 3.280 -0.001 -0.018 0.013
C -2.573 1.592 2.032 0.017 0.026 -0.043
H -4.931 -0.969 -2.252 0.009 0.001 0.005
H -4.789 0.551 -1.364 0.002 -0.013 -0.004
H -5.152 -0.946 -0.505 -0.002 0.011 -0.003
H -2.746 -3.196 -1.852 0.002 -0.002 0.014
H -3.013 -3.087 -0.116 -0.003 0.008 0.005
H -1.389 -2.907 -0.766 -0.008 0.006 0.001
H -1.824 -0.942 -3.464 -0.006 0.001 0.007
H -0.819 0.095 -2.453 0.021 0.004 -0.002
H -2.362 0.686 -3.053 0.000 -0.010 0.000
H -3.748 -1.540 1.545 0.007 -0.011 -0.021
H -4.769 -1.067 3.716 0.005 0.003 -0.003
H -4.352 1.084 4.873 0.003 -0.002 -0.004
H -2.963 2.807 3.754 -0.002 0.004 -0.005
H -2.016 2.378 1.524 -0.024 -0.040 0.011

=====

Record 3
82
Properties=species:S:1:pos:R:3:forces:R:3 method="wB97M-V/def2-TZVPD" gap_ev=9.78 spin_multiplicity=1 homo_ha=-0.4390 relative_energy_ev=0.2766 charge=+1
Cd -0.445 -1.925 0.968 -0.262 0.952 1.801
N -2.086 -1.487 2.811 -0.024 -0.080 -0.203
N -1.475 -1.552 4.058 -0.031 -0.024 0.290
C -0.155 -1.773 4.243 -0.059 0.058 -0.210
N 0.248 -1.811 5.519 -0.047 0.015 -0.077
S 0.976 -1.991 3.023 0.488 -0.088 0.499
H -2.597 -0.617 2.718 0.095 0.103 -0.022
H -2.713 -2.272 2.671 0.024 -0.099 0.083
H -2.065 -1.505 4.875 -0.077 -0.005 -0.011
H -0.369 -1.658 6.299 0.010 0.014 0.009
H 1.227 -1.954 5.691 0.000 -0.022 0.084
C 0.445 -5.273 -2.096 -0.032 -0.004 0.060
C -0.762 -4.735 -1.335 -0.029 0.489 0.229
O -1.943 -5.500 -1.540 0.023 -0.041 0.006
P -0.494 -4.830 0.480 0.112 -1.027 0.245
O -0.585 -6.373 0.833 -0.281 -0.012 -0.157
O 1.022 -4.509 0.810 0.104 -0.209 -0.199
O -1.350 -3.958 1.327 -0.083 -0.380 -0.222
P -0.969 -2.935 -1.742 -0.273 -0.154 -0.380
O -2.313 -2.529 -0.907 0.023 -0.048 -0.274
O -1.149 -2.672 -3.175 0.017 -0.246 -0.098
O 0.163 -2.303 -0.948 0.320 -0.056 -1.311
H 0.724 -6.270 -1.750 -0.007 -0.017 -0.028
H 1.285 -4.585 -1.988 0.048 -0.074 -0.053
H 0.195 -5.327 -3.156 0.025 0.016 -0.007
H -2.172 -5.456 -2.477 -0.022 -0.022 -0.040
H -1.410 -6.793 0.540 0.149 0.051 -0.007
H 1.674 -5.094 0.398 -0.076 0.095 0.068
H -3.082 -2.566 -1.495 0.039 0.081 0.153
O -0.181 0.204 0.890 0.083 0.609 -0.219
P 0.250 1.107 -0.260 0.041 0.459 -0.331
C -1.010 1.059 -1.606 0.225 0.022 0.368
C -2.418 0.843 -1.030 -0.030 -0.058 -0.096
C -3.433 0.597 -2.153 0.082 0.052 -0.003
C -3.209 1.532 -3.359 -0.009 0.057 0.109
C -2.367 2.740 -2.961 -0.003 -0.167 -0.114
C -0.963 2.278 -2.559 -0.028 0.124 -0.014
C 1.842 0.598 -1.041 -0.316 0.033 0.332
C 2.570 1.722 -1.818 -0.015 0.155 0.024
C 3.845 2.168 -1.104 0.015 -0.098 -0.063
C 4.843 1.005 -0.984 -0.109 -0.036 0.008
C 4.124 -0.342 -0.782 0.015 0.131 0.094
C 2.793 -0.123 -0.067 0.091 -0.050 -0.174
C 0.409 2.811 0.407 -0.032 -0.325 -0.142
C 1.371 2.810 1.622 -0.127 -0.184 0.131
C 0.593 2.732 2.934 0.033 0.161 -0.037
C -0.242 4.005 3.130 0.029 -0.050 -0.098
C -0.795 4.524 1.789 -0.024 -0.121 0.033
C -0.970 3.375 0.795 0.062 0.195 0.063
H -0.749 0.153 -2.166 -0.022 -0.016 -0.008
H -2.720 1.717 -0.452 0.010 -0.023 0.033
H -2.409 -0.011 -0.353 -0.054 0.077 0.037
H -4.436 0.740 -1.746 -0.021 -0.032 -0.016
H -3.363 -0.442 -2.483 0.000 -0.005 -0.014
H -4.168 1.855 -3.765 0.016 -0.042 -0.061
H -2.684 0.996 -4.154 -0.042 -0.012 -0.024
H -2.852 3.272 -2.138 0.027 0.053 -0.004
H -2.290 3.439 -3.794 0.001 0.045 0.035
H -0.426 3.117 -2.111 0.017 -0.019 -0.058
H -0.423 1.997 -3.466 0.080 0.042 0.025
H 1.512 -0.150 -1.762 -0.059 -0.164 -0.039
H 1.914 2.580 -1.981 0.045 -0.046 -0.114
H 2.842 1.347 -2.807 -0.066 0.008 -0.023
H 3.591 2.547 -0.112 0.017 0.045 -0.010
H 4.305 2.991 -1.652 -0.037 0.048 0.049
H 5.508 1.197 -0.140 0.055 -0.012 -0.042
H 5.463 0.953 -1.881 0.037 0.033 0.027
H 4.757 -1.021 -0.209 -0.010 -0.030 -0.053
H 3.925 -0.817 -1.747 0.040 -0.036 0.018
H 2.973 0.454 0.841 -0.059 -0.058 0.023
H 2.362 -1.075 0.232 -0.105 -0.093 0.051
H 0.839 3.434 -0.381 -0.032 0.004 0.040
H 1.968 3.724 1.616 0.047 -0.026 -0.053
H 2.056 1.966 1.563 0.095 0.117 0.027
H 1.285 2.609 3.769 -0.012 -0.048 0.007
H -0.044 1.845 2.907 0.008 -0.018 0.033
H 0.379 4.780 3.584 -0.043 -0.002 0.062
H -1.063 3.803 3.820 0.002 0.038 0.023
H -0.109 5.256 1.355 -0.028 0.035 0.006
H -1.746 5.031 1.945 0.023 0.054 -0.028
H -1.496 3.727 -0.094 -0.039 -0.095 0.002
H -1.576 2.594 1.262 -0.049 0.007 -0.049